Record 1
Below is a molecular structure, C31H25ClCoN4PS, with properties calculated with ωB97M-V with the def2-TZVPD basis set.

Properties
energy above the lowest of the compared OMol25 structures with the same formula, charge and spin: 88.75 kJ/mol
E_tot: -108782.426 eV
LUMO energy (alpha / beta): -3.13 / -3.47 eV
HOMO-LUMO gap (alpha / beta): 7.165 / 6.819 eV
total charge: +1
multiplicity: 4
E_HOMO (alpha / beta): -0.3783 / -0.3782 Ha

```
64
Properties=species:S:1:pos:R:3:forces:R:3:lowdin_charge:R:1
Co -0.26887 0.54658 -0.05188 -0.2 1.0 -1.5 0.225
N -3.14927 3.86208 -0.64328 -0.1 0.2 0.0 0.109
C -2.12757 3.00608 -0.57728 0.4 -1.2 0.1 -0.811
S -2.45967 1.30688 -0.49348 -0.1 -0.4 0.0 0.734
N -0.91147 3.47448 -0.60468 -0.1 1.7 -0.2 -0.016
N 0.07313 2.60628 -0.44358 0.7 -0.8 0.2 -0.042
C 1.30803 3.01208 -0.53328 -1.3 0.4 0.0 -0.166
C 1.65523 4.41508 -0.78158 0.1 0.3 -0.1 -0.184
C 0.99403 5.41958 -0.07488 0.2 0.0 0.1 -0.033
C 1.28783 6.74708 -0.31528 0.0 0.0 0.1 -0.065
C 2.23463 7.08848 -1.26838 0.0 0.0 0.0 -0.070
C 2.88783 6.09528 -1.98088 0.1 0.1 0.0 -0.070
C 2.60793 4.76278 -1.73758 -0.2 0.0 0.1 -0.040
C 2.30563 1.98278 -0.30948 0.5 -0.5 0.2 -0.191
C 3.64283 2.27948 -0.04428 -0.3 0.0 -0.1 0.019
C 4.52273 1.25418 0.23642 -0.2 -0.3 0.0 -0.021
C 4.04713 -0.05002 0.23042 0.1 0.1 0.0 -0.030
C 2.70593 -0.26342 -0.02798 0.2 -0.2 0.0 -0.120
N 1.84783 0.71378 -0.28818 0.2 0.1 0.0 0.024
H -4.09717 3.53058 -0.65878 0.1 0.0 0.0 0.096
H -2.95967 4.84648 -0.72528 0.0 0.0 0.0 0.114
H 0.26813 5.14938 0.67632 0.0 0.0 0.0 0.108
H 0.78113 7.51568 0.24812 0.0 0.1 0.0 0.107
H 2.46503 8.12768 -1.44938 0.0 0.1 -0.1 0.108
H 3.62243 6.36198 -2.72528 0.1 0.0 -0.1 0.107
H 3.10433 3.99078 -2.30698 0.1 -0.1 -0.1 0.119
H 3.95943 3.30908 -0.03808 0.0 0.1 0.0 0.121
H 5.55243 1.46488 0.47502 0.1 0.0 0.0 0.120
H 4.69823 -0.88502 0.42692 0.1 -0.1 0.0 0.113
H 2.29343 -1.26502 -0.02198 0.0 0.0 0.0 0.075
Cl -0.29757 0.41678 2.20962 -0.1 0.7 1.2 0.840
C -0.19787 -1.23592 2.71872 0.2 -1.1 0.1 -0.597
C 0.04623 -1.49012 4.05742 0.0 0.2 -0.1 -0.086
C 0.12613 -2.80162 4.49412 -0.1 0.0 -0.1 -0.051
C -0.04897 -3.84222 3.59702 0.0 0.0 0.1 -0.050
C -0.28117 -3.57722 2.25882 0.0 0.1 0.0 -0.051
C -0.35957 -2.26582 1.79112 0.1 0.3 -0.1 -0.353
P -0.58347 -1.84962 0.01472 -0.7 -1.2 0.3 1.054
C -2.39237 -1.78732 -0.19658 0.1 0.1 0.0 -0.461
C -3.31127 -1.78492 0.84572 0.2 0.0 -0.1 -0.090
C -4.65307 -1.57842 0.56522 -0.1 0.0 0.0 -0.069
C -5.07567 -1.36872 -0.73788 0.0 0.0 0.1 -0.071
C -4.15887 -1.37722 -1.77768 0.0 -0.1 -0.1 -0.088
C -2.82077 -1.57942 -1.50858 0.0 -0.1 0.2 -0.176
C -0.19437 -3.46002 -0.77428 0.2 0.3 -0.2 -0.359
C -1.16547 -4.45202 -0.90988 0.0 0.2 0.1 -0.089
C -0.83437 -5.68212 -1.44968 0.0 -0.1 0.0 -0.059
C 0.46423 -5.94062 -1.85898 0.0 0.0 0.0 -0.062
C 1.43183 -4.95782 -1.73488 0.1 -0.1 0.0 -0.066
C 1.10383 -3.72362 -1.20068 0.0 0.1 0.0 -0.090
H 0.17443 -0.66842 4.74392 0.0 0.1 0.1 0.113
H 0.32293 -3.00272 5.53482 0.0 0.0 0.1 0.116
H 0.00293 -4.86302 3.94332 0.0 -0.1 0.0 0.115
H -0.39877 -4.39722 1.56652 0.0 0.0 0.0 0.106
H -2.98357 -1.91702 1.86822 0.0 0.0 0.0 0.108
H -5.37127 -1.56942 1.37202 0.0 0.0 0.1 0.111
H -6.11747 -1.17892 -0.94058 -0.1 0.0 0.0 0.110
H -4.48307 -1.20062 -2.79098 0.0 0.0 -0.1 0.113
H -2.08737 -1.54592 -2.30318 0.0 0.0 -0.2 0.113
H -2.17957 -4.26192 -0.59058 -0.1 0.0 0.0 0.111
H -1.59637 -6.44132 -1.54548 0.0 -0.1 0.0 0.113
H 0.71673 -6.90382 -2.27488 0.0 -0.1 0.0 0.111
H 2.44423 -5.15442 -2.05448 0.1 0.0 0.0 0.110
H 1.86733 -2.96352 -1.12368 0.1 0.1 0.0 0.082
```
Forces are in eV/Å.

---

Record 2
Below is a molecular structure, C31H25FIrN3Se2, with properties calculated with ωB97M-V with the def2-TZVPD basis set.

Properties
energy above the lowest of the compared OMol25 structures with the same formula, charge and spin: 49.56 kJ/mol
E_tot: -173266.620 eV
LUMO energy (alpha / beta): 0.11 / -1.80 eV
HOMO-LUMO gap (alpha / beta): 6.096 / 6.091 eV
total charge: 0
multiplicity: 5
E_HOMO (alpha / beta): -0.2199 / -0.2899 Ha

```
63
Properties=species:S:1:pos:R:3:forces:R:3:lowdin_charge:R:1
Ir -0.07285 -0.15447 0.38847 -0.4 0.0 0.5 0.964
N -1.45755 0.57363 2.13019 -0.7 -1.8 0.1 0.045
C -1.89759 -0.57248 2.92010 -0.3 0.5 -1.1 -0.266
C -1.58709 -0.58772 4.25794 -0.2 -0.1 0.2 -0.051
C -1.87705 -1.68186 5.05353 -1.4 -1.9 -1.7 -0.071
C -2.51807 -2.75029 4.41205 -0.9 -0.1 -0.5 -0.057
C -2.87051 -2.68847 3.02038 -0.1 -2.2 2.1 -0.037
C -2.57415 -1.62052 2.25582 1.4 1.7 -1.2 -0.185
C -2.73449 -1.62250 0.75262 0.3 1.0 0.5 -0.188
C -3.87641 -2.17692 0.19323 -0.2 -0.3 1.0 -0.060
C -3.99083 -2.38093 -1.14477 -3.0 -0.6 0.2 -0.121
C -3.09023 -1.89625 -2.01168 0.6 0.4 -2.3 -0.106
C -2.00417 -1.21594 -1.52414 0.5 0.2 0.5 -0.153
C -1.79360 -1.03695 -0.13916 0.1 -0.8 -0.7 -0.313
H -0.98675 1.16347 2.74697 1.0 1.5 0.9 0.061
H -2.22679 1.06853 1.70622 -0.2 0.1 -0.3 0.119
H -1.20837 0.29808 4.69888 0.6 0.7 0.3 0.106
H -1.76541 -1.83168 6.09732 0.6 0.7 0.8 0.094
H -2.89140 -3.60729 5.01934 0.6 0.6 -0.7 0.111
H -3.29458 -3.58734 2.55326 0.0 0.5 0.3 0.125
H -4.75993 -2.43422 0.76732 0.4 -0.2 0.5 0.120
H -4.97077 -2.77036 -1.45292 0.6 -0.1 -0.3 0.117
H -3.28337 -1.95290 -3.10378 0.4 -0.1 0.8 0.126
H -1.30229 -0.86515 -2.26887 0.3 0.3 0.2 0.060
F 0.20111 -1.25025 -8.10008 -0.5 0.0 -0.5 0.072
C 0.70878 -1.17404 -6.87246 2.1 0.3 -0.1 -0.299
C 0.88154 -2.33193 -6.12944 -1.7 0.5 0.1 -0.021
C 1.28640 -2.19248 -4.82395 0.2 -1.8 1.0 -0.057
C 1.67246 -0.96448 -4.26121 0.5 2.7 0.0 -0.310
C 1.82387 -0.69616 -2.87076 0.0 -1.8 -1.3 0.052
C 1.78325 0.18063 -5.15471 -1.9 -2.8 -0.9 -0.012
C 1.31426 0.01749 -6.47397 -0.1 1.4 1.3 -0.005
H 0.33715 -3.21011 -6.47483 0.6 -0.1 0.0 0.124
H 1.24599 -3.12359 -4.20011 0.1 1.1 -0.4 0.130
H 2.05924 0.29071 -2.49857 0.0 -0.2 0.1 0.051
H 1.77841 -1.62571 -2.30347 0.0 0.7 0.8 0.054
H 1.86891 1.15202 -4.73583 0.7 0.7 0.1 0.095
H 1.26574 0.94104 -7.05829 -0.1 -0.6 -0.3 0.118
Se -1.05715 2.06308 -1.97357 -0.6 0.8 -0.9 1.012
N -0.13111 1.64819 -0.46863 -0.1 0.3 -0.2 -0.545
C 0.24712 2.82344 0.11574 0.8 0.6 0.4 -0.384
C 0.97195 2.95941 1.33427 -0.5 -1.3 -0.8 -0.062
C 1.21477 4.24217 1.81761 0.8 -0.1 1.1 -0.127
C 0.81857 5.38401 1.13175 -1.5 1.0 -1.1 -0.111
C 0.11803 5.26685 -0.07196 0.8 -1.9 1.0 -0.028
C -0.14584 3.98355 -0.64164 0.5 1.4 2.1 -0.450
N -0.88833 3.89360 -1.73169 -0.2 -1.9 -0.9 -0.221
H 1.28749 1.96968 1.80429 -0.2 1.7 -0.2 0.096
H 1.72096 4.40060 2.78211 -0.2 -0.4 -0.5 0.102
H 0.85233 6.41873 1.53295 0.5 -1.0 0.0 0.109
H -0.33367 6.06087 -0.58027 -0.3 1.4 -0.6 0.086
Se 0.66257 -2.11049 1.35202 -0.1 -1.5 -0.6 0.804
C 2.13807 -1.07776 1.88859 -0.8 0.4 2.3 -0.653
C 2.91461 -0.30192 1.06605 1.2 -0.1 0.1 -0.163
C 3.88589 0.51193 1.66507 0.8 -0.1 0.9 -0.072
C 4.09620 0.56680 3.05836 -1.1 0.9 -1.7 -0.070
C 3.16590 -0.08870 3.85125 0.9 0.3 1.0 -0.099
C 2.20046 -0.88294 3.29751 0.4 -0.1 -0.8 -0.143
H 2.92392 -0.45823 -0.00111 -0.2 0.2 -0.2 0.086
H 4.57796 1.04735 1.04748 0.1 0.3 -0.4 0.100
H 4.77365 1.31034 3.48543 0.1 -0.6 -0.2 0.109
H 3.29314 0.05685 4.92833 -0.5 -0.3 -0.2 0.112
H 1.49967 -1.37002 3.93942 -0.4 -0.4 0.2 0.080
```
Forces are in eV/Å.

---

Record 3
Below is a molecular structure, C31H26Cl2F2N10O2PV, with properties calculated with ωB97M-V with the def2-TZVPD basis set.

Properties
energy above the lowest of the compared OMol25 structures with the same formula, charge and spin: 17.34 kJ/mol
E_tot: -117025.110 eV
LUMO energy (alpha / beta): 1.77 / 1.77 eV
HOMO-LUMO gap (alpha / beta): 5.028 / 5.946 eV
total charge: -1
multiplicity: 4
E_HOMO (alpha / beta): -0.1197 / -0.1535 Ha

```
75
Properties=species:S:1:pos:R:3:forces:R:3:lowdin_charge:R:1
V 0.93430 -0.13520 -1.06168 0.2 -0.1 0.1 0.708
Cl 7.51796 -0.00497 0.73687 0.0 0.0 0.0 0.609
C 5.90908 0.62793 0.52112 0.0 0.0 0.0 -0.696
C 5.12150 0.13364 -0.51034 0.1 0.1 0.0 -0.050
C 3.83977 0.61593 -0.69483 -0.2 0.0 -0.1 -0.246
N 2.96077 0.13236 -1.67042 0.0 -0.1 -0.1 0.015
C 3.25505 0.38648 -2.94063 0.0 0.0 0.0 -0.486
O 4.30629 0.80945 -3.43909 0.0 0.0 0.0 0.004
C 2.07456 0.13545 -3.84909 -0.1 0.1 0.0 -0.163
C 2.24226 0.13415 -5.22651 0.1 -0.1 0.0 -0.001
C 1.16365 -0.16641 -6.03390 0.0 0.0 0.0 -0.069
C -0.05091 -0.46904 -5.43166 0.0 0.0 0.0 -0.063
C -0.14297 -0.40630 -4.05499 0.0 0.0 0.0 -0.137
N 0.88349 -0.06515 -3.26979 0.0 0.2 -0.1 0.042
C 3.30163 1.60827 0.15146 0.0 0.0 0.1 -0.220
C 4.11876 2.11411 1.16378 0.0 0.0 0.0 -0.050
C 5.40110 1.61648 1.34964 0.0 0.0 0.0 -0.686
Cl 6.35685 2.26112 2.66124 0.0 0.0 0.0 0.607
N 1.94010 1.89723 -0.02092 -0.3 -0.2 0.1 0.089
C 1.47222 3.05903 0.41530 0.1 0.0 0.0 -0.508
O 2.08182 4.07487 0.79449 0.0 -0.1 0.1 -0.004
C -0.03837 3.22132 0.42542 0.0 0.0 0.0 -0.192
C -0.57924 4.26945 -0.32742 0.0 -0.1 0.0 -0.013
C -1.93318 4.51683 -0.27319 0.0 0.0 0.0 -0.080
C -2.71536 3.74323 0.57934 0.0 0.0 0.0 -0.095
C -2.08786 2.75576 1.31335 0.0 0.0 0.0 -0.185
N -0.78588 2.47022 1.23430 0.0 0.0 0.0 0.136
H 5.50517 -0.62656 -1.17558 0.0 0.0 0.0 0.117
H 3.22929 0.35277 -5.60881 0.0 0.0 0.0 0.113
H 1.26605 -0.18751 -7.11210 0.0 0.0 0.0 0.099
H -0.91534 -0.75545 -6.01560 0.0 0.0 0.0 0.097
H -1.06243 -0.66625 -3.54890 0.0 0.0 0.0 0.094
H 3.75017 2.89247 1.81263 0.0 0.0 0.0 0.098
H 0.09031 4.86913 -0.92831 0.0 0.0 0.0 0.118
H -2.37618 5.30836 -0.86575 0.0 0.0 0.0 0.099
H -3.78031 3.91014 0.68197 0.0 0.0 0.0 0.092
H -2.66508 2.15369 2.01268 0.0 0.0 0.0 0.082
C -0.31188 -0.75079 4.47908 0.0 0.0 0.0 -0.047
N 0.45831 -0.80106 3.25443 0.0 0.1 0.0 -0.126
C 1.82292 -0.87194 3.17505 0.0 0.0 0.0 -0.039
C 2.12981 -0.81982 1.85017 0.0 0.0 0.0 -0.084
N 0.98127 -0.71664 1.11556 0.0 0.1 -0.2 0.036
C -0.01449 -0.71448 1.97612 0.0 -0.2 0.1 -0.452
P -1.80454 -0.83930 1.75941 0.0 0.2 0.0 1.167
C -2.11834 -0.20329 0.08660 0.1 0.0 0.0 -0.440
N -1.25495 0.22711 -0.81070 0.3 0.0 0.1 0.024
C -1.96778 0.93462 -1.73707 0.0 0.0 0.0 -0.122
C -3.29176 0.89361 -1.42270 0.0 0.0 0.0 -0.056
N -3.38159 0.17638 -0.26215 -0.1 -0.1 0.1 -0.127
C -4.59235 -0.07386 0.48635 0.0 0.0 0.0 -0.040
C -1.96285 -2.65018 1.61690 0.0 0.1 -0.1 -0.451
N -1.12265 -3.46901 1.03014 0.0 0.0 0.1 0.102
C -1.62773 -4.72106 1.20766 0.0 0.0 0.0 -0.130
C -2.79665 -4.66287 1.91512 0.0 0.0 0.0 -0.083
N -3.01470 -3.33746 2.17503 0.0 0.0 0.0 -0.144
C -4.07260 -2.82187 3.01871 0.0 0.0 0.1 -0.052
H 0.38066 -0.75497 5.31734 0.0 0.0 0.0 0.088
H -0.97107 -1.61615 4.56867 0.0 0.0 0.0 0.076
H -0.90881 0.15922 4.51527 0.0 0.0 0.0 0.084
H 2.44354 -0.92738 4.05194 0.0 0.0 0.0 0.117
H 3.10045 -0.83165 1.38455 0.0 0.0 0.0 0.112
H -1.47586 1.42370 -2.55996 0.0 0.0 0.0 0.110
H -4.16224 1.29671 -1.90968 0.0 0.0 0.0 0.118
H -5.44837 0.14703 -0.14720 0.0 0.0 0.0 0.092
H -4.63868 0.55317 1.37907 0.0 0.0 0.0 0.083
H -4.64666 -1.12321 0.77735 0.0 0.1 -0.1 0.071
H -1.13225 -5.59006 0.80748 0.0 0.0 0.0 0.100
H -3.47960 -5.42627 2.24722 0.0 0.0 0.0 0.109
H -4.97127 -3.42005 2.87761 0.0 0.0 0.0 0.090
H -4.28925 -1.78801 2.76043 0.0 -0.1 0.0 0.043
H -3.78615 -2.85709 4.07150 0.0 0.0 0.0 0.089
F 1.46299 -2.73986 -2.61076 0.0 0.0 0.0 -0.125
C 0.67925 -2.26772 -1.52741 -0.2 0.1 0.0 -0.343
F -0.65984 -2.58509 -1.96496 0.0 0.0 0.0 -0.165
H 0.85666 -3.01746 -0.74626 0.0 0.0 0.0 0.043
```
Forces are in eV/Å.